1.
Entry from the OMol25 dataset: a structure of composition C27H22BrCl2N3Rb (ωB97M-V/def2-TZVPD).

- Kohn-Sham gap (eV) = 6.12
- net charge = -1
- molecular weight (Da) = 624.772
- electronic energy (eV) = -128568.7476
- LUMO energy (eV) = 2.09
- HOMO (eV) = -4.028

Atoms and positions in Å:
H  -0.08896  1.78798  -1.34921
C  -0.68933  1.17109  2.67235
H  -3.20592  -0.81116  3.80729
H  1.71548  -4.93715  -0.18824
C  -0.35864  -6.43448  -3.05835
C  1.19209  -6.68918  -1.23511
C  -2.37600  -0.11454  3.83811
Cl  0.17023  -2.45044  1.88509
Rb  0.08848  -1.44569  -1.16976
H  2.21366  6.41684  0.93319
H  -0.71328  2.14591  -6.19120
H  -2.39485  0.05936  5.98230
N  0.57534  -9.80098  -2.73549
H  -0.93008  3.89497  2.38276
C  -0.43588  3.20968  -2.97129
C  -0.60116  3.27152  -4.34832
C  0.44881  -7.25489  -2.27091
H  2.26040  2.18840  0.14964
H  1.37214  -4.22808  2.82723
H  0.05889  6.13938  2.12116
C  -1.92188  0.37210  5.05921
H  -1.05095  -4.48235  -3.44563
C  -0.25046  1.65773  3.89971
H  1.82288  -7.32379  -0.62130
H  -2.06564  -0.12003  1.70207
C  -0.25713  1.94210  -2.41743
H  0.47743  4.50106  -1.51665
C  0.61195  2.89104  1.28424
C  1.81086  3.06873  0.59360
C  -0.58784  2.12024  -5.11862
C  -0.44354  4.42701  -2.09704
C  -1.75948  0.27820  2.66214
C  2.39042  4.32157  0.47428
C  0.48875  -3.67108  3.11267
C  0.51892  -8.66838  -2.52875
C  -0.40320  -5.07079  -2.79450
H  -0.93932  -6.87042  -3.86452
H  -0.47799  1.62463  6.03336
N  -0.25060  0.82593  -3.14994
C  -0.85191  1.25380  5.08608
C  -0.40945  0.92040  -4.44995
H  -0.37451  -4.32001  3.18811
C  1.76573  5.43508  1.02755
C  1.11098  -5.32046  -1.01271
C  0.00969  1.49011  1.35658
H  -1.25864  4.38470  -1.37256
N  0.11190  0.66143  0.42800
C  0.32009  -4.42598  -1.76718
C  -0.00125  4.01321  1.83473
H  -0.55795  5.33574  -2.68901
H  3.33073  4.43419  -0.05268
Br  -0.39465  -0.70421  -5.43309
H  -0.74041  4.23227  -4.83297
H  0.58530  2.34821  3.93153
C  0.56135  5.27718  1.69766
Cl  0.77842  -2.95771  4.71174

---

2.
Entry from the OMol25 dataset: a structure of composition C27H22BrCrN5O3 (ωB97M-V/def2-TZVPD).

- Kohn-Sham gap (alpha / beta) (eV) = 7.57 / 7.47
- net charge = +1
- molecular weight (Da) = 596.405
- 2S+1 = 2
- <S²> = 0.7581
- electronic energy (eV) = -140408.1874
- LUMO energy (alpha / beta) (eV) = -3.40 / -3.46
- HOMO (alpha / beta) (eV) = -10.975 / -10.930

Atoms and positions in Å:
C  2.66060  -1.81838  -3.45845
H  -2.40759  -5.29934  -2.46998
Cr  -0.05648  -1.28426  -0.22412
C  -1.86024  1.84952  -1.91120
C  0.33204  -3.72587  -3.67431
C  0.60807  0.70004  1.95523
H  4.25896  0.85563  -2.13659
O  -4.02886  2.20469  -1.05349
H  -2.61063  4.23764  -4.85552
H  -0.77318  2.26658  0.59613
C  -3.10076  2.46700  -2.02061
H  -4.33860  3.80269  -3.15726
C  1.34660  -0.33973  2.66380
H  -4.84885  2.66474  -1.25780
C  1.62668  -1.88072  -2.53549
H  0.07011  1.62562  -2.78579
H  2.53395  2.42006  7.54518
O  -1.56930  -3.52168  2.91970
H  4.43867  -0.77088  -4.02823
C  -1.56774  -4.62362  -2.53739
C  -0.05948  1.13536  4.99282
C  0.52545  -2.87531  -2.59918
H  -1.45169  2.42328  5.98615
N  0.10313  0.48007  0.80542
H  -0.90303  -5.28962  -4.46523
O  -1.09602  -0.33977  -1.29808
Br  1.95068  -1.79701  1.57787
H  0.98604  -3.68996  -4.53212
H  2.33584  -1.12194  4.31621
C  0.50594  2.54795  6.85258
H  3.18893  0.73431  5.87317
C  2.17692  1.11932  5.88547
C  3.53440  0.06634  -2.27132
C  -2.39486  3.56891  -4.03303
C  -0.42852  2.07499  5.94369
C  -1.14641  2.96246  -3.93679
C  3.62364  -0.83438  -3.31991
N  -0.48130  1.45931  0.05132
H  -0.80513  0.73182  4.31921
H  -1.95427  -3.67250  -0.63260
N  1.56497  -1.02294  -1.50440
C  -1.36327  -2.78710  2.02896
C  1.68488  -0.33431  3.95405
H  0.21551  3.27874  7.59517
H  0.52176  1.67158  2.43688
N  -0.29786  -2.88040  -1.53831
C  -1.55778  0.89255  -0.79455
C  -3.36838  3.32602  -3.08185
H  -0.38596  3.15365  -4.68043
N  -1.16714  -2.02204  1.12738
H  2.36569  0.60578  -0.54164
C  -0.89393  2.11266  -2.87721
C  1.80837  2.06575  6.82601
H  2.71596  -2.52993  -4.26800
C  1.25198  0.66385  4.94572
C  -1.32395  -3.73025  -1.50896
C  2.48705  -0.06619  -1.38007
H  -2.45145  0.70483  -0.19067
C  -0.73017  -4.61560  -3.63753

---

3.
Entry from the OMol25 dataset: a structure of composition C27H22BrIMoN5O7S2Se4 (ωB97M-V/def2-TZVPD).

- Kohn-Sham gap (alpha / beta) (eV) = 6.57 / 6.65
- net charge = -1
- molecular weight (Da) = 1211.223
- 2S+1 = 3
- <S²> = 2.0315
- electronic energy (eV) = -413200.4224
- LUMO energy (alpha / beta) (eV) = 1.97 / 1.95
- HOMO (alpha / beta) (eV) = -4.607 / -4.698

Atoms and positions in Å:
C  3.04767  0.23907  3.37639
H  4.76735  -0.49763  -3.52744
H  -5.51844  -0.18988  1.80454
S  -1.06506  -4.22020  -3.85637
H  -2.20488  0.20917  4.64003
H  3.44360  -1.37725  2.04296
C  -5.48331  -3.00446  -0.08616
C  1.86077  0.80941  2.61962
C  -3.85463  -0.90199  0.65739
O  -1.22211  -0.86699  -0.10171
H  -2.84143  3.65489  5.02109
C  5.22960  -1.99467  -1.47450
C  -4.18001  -2.93564  -0.58563
C  3.76132  -0.86593  2.93916
H  -6.10161  -3.83836  -0.39607
H  -6.97601  -2.09873  1.14135
Br  -0.95603  -1.45275  2.75214
Mo  0.26545  0.57563  -0.10968
Se  1.77502  2.66751  -0.13953
C  4.49548  0.40179  5.30525
C  0.20077  -5.00396  -4.88658
C  -1.74036  3.06881  2.92421
C  3.90045  -0.49529  -2.87914
C  5.20499  -0.69599  4.84077
C  1.34657  -4.02198  -5.04965
C  2.77490  0.16168  -3.19883
H  4.77964  0.89025  6.22736
N  4.02501  -1.22016  -1.73793
H  2.23385  -4.48924  -5.47752
Se  -1.85384  1.82515  -1.20907
C  2.97614  -1.31736  -0.79922
H  0.54540  -5.91975  -4.40731
C  -3.34269  -1.87670  -0.20047
O  0.61854  0.70708  -2.27292
H  5.86614  -1.49468  -0.74328
C  -1.13019  2.49595  1.83601
H  1.04764  -3.17493  -5.66725
C  0.09721  -3.29175  -2.87992
C  -5.14759  -0.96250  1.14325
O  1.32796  1.80254  3.07379
H  -0.25815  -5.24981  -5.84468
C  -1.92012  0.88378  3.84755
N  -1.55385  -2.65179  -1.55166
H  2.84707  1.72258  4.88961
H  5.77533  -2.11849  -2.40760
O  -3.77666  -3.90405  -1.42891
H  -2.85150  -3.66141  -1.70018
O  1.53416  0.15516  1.52983
H  5.40095  -2.20249  3.32309
Se  -0.84724  3.48612  -2.48868
C  -5.96022  -2.02993  0.76835
O  3.07689  -2.10907  0.11485
N  1.90098  -0.51675  -1.05380
N  -0.21404  -2.57542  -1.88910
I  6.84209  -1.39899  5.94313
C  4.84807  -1.33895  3.66813
C  1.73605  0.12597  -2.21859
C  -1.28929  0.40306  2.71686
N  -0.91835  1.17472  1.69183
H  -0.77072  3.12296  1.03668
H  -1.86843  4.14380  2.95827
H  2.66080  0.72788  -4.10886
S  1.77785  -3.43991  -3.39588
C  -1.92419  -1.77847  -0.65797
C  -2.15265  2.24170  3.95285
Se  0.43666  4.47305  -0.82539
H  -3.20833  -0.08249  0.93501
O  -2.76273  2.69603  5.07169
C  3.41683  0.86246  4.56484
H  4.94986  -2.96549  -1.07728

---

4.
Entry from the OMol25 dataset: a structure of composition C27H22BrNO3Pt at a distorted geometry (ωB97M-V/def2-TZVPD).

- Kohn-Sham gap (eV) = 5.16
- net charge = +2
- molecular weight (Da) = 683.459
- electronic energy (eV) = -109260.8238
- LUMO energy (eV) = -8.72
- HOMO (eV) = -13.872

Atoms and positions in Å:
H  0.74800  -1.17576  1.45503
C  0.52160  2.09885  1.74546
C  1.82003  1.32253  4.12225
C  -0.55694  3.80896  0.22572
H  4.90176  -3.15667  -0.22416
C  1.48775  0.37613  3.17122
C  3.50864  -4.76346  -0.36541
C  3.87172  -3.42844  -0.40303
H  5.11162  -1.09176  0.40855
H  1.80726  3.40314  4.60460
C  -4.84521  -0.92036  -0.11384
C  -3.99794  0.57228  -1.81763
O  2.50377  -0.12620  -1.01922
C  -0.43625  3.60425  -2.17788
H  -0.91472  -0.38134  1.19628
N  0.31909  -0.28886  1.18538
H  -0.82793  4.39252  1.09579
C  2.19389  -5.13659  -0.58769
H  0.76471  4.08569  2.49365
H  0.40849  1.75710  -2.91018
C  4.72063  -0.62228  -0.49381
C  -6.11384  -0.80513  -0.66173
H  4.77218  0.45926  -0.41606
H  -3.16308  1.09598  -2.26341
H  -6.93322  -1.36164  -0.22964
H  1.92093  -6.18261  -0.55370
C  -2.42306  -0.26919  -0.14314
C  0.28268  1.85968  -0.75305
C  0.02039  2.55594  0.41439
O  -2.14407  -0.33641  1.07220
C  2.91310  -2.44218  -0.67665
C  -3.77659  -0.22803  -0.69009
H  -5.43764  1.34589  -3.19678
H  4.25562  -5.51624  -0.15731
C  0.10450  2.32742  -2.03556
H  -0.57150  4.01950  -3.16677
C  1.52339  2.65067  3.88212
C  -0.80119  4.31551  -1.04739
O  -1.46021  -0.23502  -1.03594
H  2.31511  1.02871  5.03638
C  -6.32309  0.01334  -1.75961
Br  -4.62366  -2.08597  1.34833
H  -1.25632  5.29065  -1.15014
H  5.35155  -0.94743  -1.32520
C  1.21664  -4.18154  -0.87519
C  0.79859  0.76354  2.02031
H  -7.32095  0.10159  -2.16733
Pt  0.49250  -0.12008  -0.77582
C  3.31631  -1.04539  -0.72484
H  1.70591  -0.67299  3.33733
C  0.90606  3.03357  2.69837
C  -5.26710  0.70758  -2.34202
H  0.82417  -2.12731  -1.24317
H  0.19832  -4.48124  -1.07635
C  1.58759  -2.86014  -0.93359

---

5.
Entry from the OMol25 dataset: a structure of composition C27H22F2O5S2 at a distorted geometry (ωB97M-V/def2-TZVPD).

- Kohn-Sham gap (eV) = 8.53
- molecular weight (Da) = 528.598
- electronic energy (eV) = -65695.7771
- LUMO energy (eV) = -0.71
- HOMO (eV) = -9.248

Atoms and positions in Å:
C  -0.95381  -2.23887  5.30254
C  -1.08166  1.15932  -3.81972
H  -0.92455  -3.69317  -3.52916
C  2.72927  -0.53601  -0.72856
H  -3.48966  -0.55083  -0.66342
C  -2.53034  -2.23460  -3.46875
C  1.76121  2.82121  0.95991
C  0.96823  -3.61739  4.79143
C  -1.70223  -1.72123  -0.91200
O  -0.46089  -2.38459  1.20517
H  3.18484  -1.40777  -1.20573
C  -0.18013  -3.37642  5.55631
C  -2.73637  2.25431  -2.49929
H  -0.48368  -4.08348  6.33284
H  3.97266  5.11179  -0.26349
H  1.56579  -4.51471  4.96014
H  -3.68442  2.78348  -2.40460
H  -1.18854  -0.46006  4.09196
C  -1.46081  -2.95708  -2.93142
C  0.48603  -0.12855  0.21764
C  -0.57319  -1.33180  4.30977
S  1.12886  -0.29467  2.38097
C  1.31684  2.24640  -0.23526
H  1.60030  2.23900  -2.40469
C  2.82877  3.68898  -1.41370
H  -2.84609  2.04835  -4.66588
O  2.59147  -0.27799  2.34794
F  -0.61099  0.78214  -5.05550
H  -4.17196  -0.87156  -3.05487
C  -3.30135  -1.39830  -2.65729
H  0.61580  0.29745  -2.79626
H  3.02430  4.26619  1.91537
C  0.13123  1.27436  -0.19235
C  0.59636  -1.56296  3.59438
H  2.23797  -2.87880  3.18119
C  -2.28727  1.83997  -3.75591
O  1.28061  -0.83828  -0.61514
H  -1.85350  -2.03556  5.88494
C  -2.91098  -1.17600  -1.34192
C  3.25807  4.29349  -0.24001
H  -2.35482  2.26209  -0.36561
H  -2.77864  -2.33684  -4.52619
H  2.86702  0.36366  -1.33686
H  -0.50682  1.61163  0.64233
C  -0.74971  1.32523  -1.45225
C  -1.98495  1.98373  -1.35719
O  -1.96318  -0.33077  1.26989
H  1.32363  2.49431  1.90118
C  2.72191  3.82959  0.96419
H  -0.25056  -3.27976  -1.14396
O  0.44823  0.88427  2.92008
C  -1.05827  -2.72927  -1.62044
C  1.35574  -2.71047  3.79747
S  -0.98654  -1.16699  0.60973
F  3.34785  4.12214  -2.61116
H  3.15592  -0.39108  0.26721
C  -0.30969  0.86200  -2.69066
C  1.87668  2.67076  -1.44532

---

6.
Entry from the OMol25 dataset: a structure of composition C27H22InN5S5 (ωB97M-V/def2-TZVPD).

- Kohn-Sham gap (eV) = 5.54
- net charge = -2
- molecular weight (Da) = 691.661
- electronic energy (eV) = -95161.5009
- LUMO energy (eV) = 3.75
- HOMO (eV) = -1.796

Atoms and positions in Å:
C  1.28456  -1.52074  1.13471
N  -2.04522  0.12861  3.62593
H  -0.13880  -1.08636  4.11248
C  2.28472  -2.37646  0.66166
N  -4.30097  1.56984  -4.03845
H  -2.77224  -2.08708  2.45925
H  -3.32756  4.48950  1.20592
H  0.38941  -2.89359  5.05802
C  -2.73689  -0.85992  7.11573
N  -0.03151  -0.86001  3.14092
C  1.39613  -2.51040  4.85059
H  -2.51051  1.01982  3.57183
C  -4.48291  2.78833  0.59671
C  -2.02783  -0.34502  -2.08192
H  -2.84685  -0.38151  8.08157
H  -2.85403  -3.89601  5.64004
C  2.98274  -3.24548  1.48938
N  -1.06316  0.53605  1.54497
C  -0.95114  3.36483  1.91631
S  4.66954  2.02181  -1.00243
H  -3.33209  -0.39884  0.58434
C  -2.44855  -0.09645  5.99577
C  3.13052  1.37746  -0.83142
C  -3.34640  3.40969  1.09489
S  2.55857  0.09757  -1.86155
H  2.54373  -2.33741  -0.39000
H  -1.08584  4.44690  1.93901
S  -1.21317  1.16178  -1.91117
C  1.00354  -1.60407  2.49760
C  -3.20091  -0.43940  -2.84093
S  -1.38780  -1.71582  -1.25551
C  1.70114  -2.45996  3.37037
C  -2.30290  -0.68764  4.74056
H  3.24457  -3.93100  3.51072
H  -5.34806  3.37946  0.32071
H  -5.35507  0.91268  0.00380
H  1.47702  -1.52448  5.32202
C  -3.78653  0.68781  -3.49768
C  -2.20339  2.68393  1.42672
H  -2.32274  0.97759  6.08143
H  -1.39320  -3.03862  2.97361
S  2.04724  1.89770  0.42615
C  2.69301  -3.27391  2.84505
C  -1.02212  -0.05320  2.68619
H  -0.66960  3.03166  2.92067
H  3.76379  -3.88168  1.08727
N  -4.52965  -2.63748  -3.13481
C  -3.91697  -1.66854  -2.98736
H  -0.10392  3.13389  1.26536
H  -3.06873  -2.84843  7.86289
C  -2.86035  -2.23629  6.99390
C  -2.41072  -2.74887  3.24836
C  -3.36863  0.67055  0.75984
C  -2.22942  1.29923  1.25515
H  -3.02528  -3.64931  3.25186
C  -4.49080  1.40972  0.42667
In  0.47492  -0.03489  -0.32967
C  -2.46810  -2.07708  4.59606
C  -2.72692  -2.82341  5.74303
H  2.10457  -3.16898  5.35354